Model i:
Molecular formula: C5H14
Method: DFT, ωB97M-V with the def2-TZVPD basis set

Results
- SMILES string: CCC.CC
- HOMO-LUMO gap: 12.257 eV
- LUMO energy: 0.0419 hartree
- HOMO level: -11.116 eV

```
19
Properties=species:S:1:pos:R:3:mulliken_charge:R:1
C 0.9430 0.0431 1.6851 -0.1231
C 1.7569 -0.1716 0.4130 -0.7602
C 1.3830 1.2470 2.5488 -1.0659
H 1.0537 -0.8231 2.3488 0.2324
H -0.1267 0.0362 1.4671 0.2216
H 2.5526 -0.9161 0.5149 0.2911
H 1.1685 -0.5486 -0.4069 0.0398
H 0.4940 1.6542 3.0312 0.3011
H 1.9219 2.0055 1.9862 0.3102
H 2.2348 0.7560 0.1101 0.2905
H 2.0432 0.8988 3.3420 0.2752
C -2.4846 -0.0901 -2.4394 -0.9584
C -1.3992 -0.9836 -1.8058 -0.5069
H -2.3176 0.9362 -2.1327 0.2954
H -2.2893 -0.0809 -3.4879 0.2843
H -3.5156 -0.3736 -2.2596 0.3008
H -0.4283 -0.8106 -2.2638 0.2412
H -1.3063 -0.7560 -0.7409 0.0366
H -1.6840 -2.0228 -1.9101 0.2945
```

=====

Model ii:
Molecular formula: C5H14
Method: DFT, ωB97M-V with the def2-TZVPD basis set

Results
- SMILES string: CCC.CC
- HOMO-LUMO gap: 12.130 eV
- LUMO energy: 0.0410 hartree
- HOMO level: -11.013 eV

```
19
Properties=species:S:1:pos:R:3:mulliken_charge:R:1
C -0.9890 -0.8613 -1.0826 -0.0015
C -2.0427 -1.4177 -2.0206 -1.2413
C -1.7335 -0.0642 0.0268 -1.1320
H -0.1536 -0.3701 -1.6532 0.2722
H -0.4600 -1.6806 -0.5273 0.1845
H -1.7008 -1.9471 -2.9017 0.3409
H -2.7375 -2.0848 -1.4895 0.3059
H -1.0092 0.2149 0.7669 0.2145
H -2.3708 -0.7250 0.6234 0.3535
H -2.7612 -0.6639 -2.3885 0.3089
H -2.5516 0.6211 -0.2351 0.3884
C 2.3999 1.6409 0.8884 -0.7546
C 2.3136 0.6452 2.0040 -0.8237
H 2.2081 2.6668 1.2715 0.2615
H 3.4035 1.6695 0.4371 0.2849
H 1.5365 1.6538 0.2214 0.2072
H 1.4163 0.7634 2.5859 0.2651
H 2.3976 -0.4030 1.6186 0.2291
H 3.1488 0.5766 2.7208 0.3362
```

=====

Least stable of them? model ii.

=====

Model i:
Molecular formula: C5H14
Method: DFT, ωB97M-V with the def2-TZVPD basis set

Results
- SMILES string: CCC.CC
- HOMO-LUMO gap: 11.665 eV
- LUMO energy: 0.0393 hartree
- HOMO level: -10.595 eV

```
19
Properties=species:S:1:pos:R:3:mulliken_charge:R:1
C -0.4505 -2.4714 0.0423 -0.0405
C -1.7086 -2.2770 -0.9726 -0.8301
H 0.0227 -1.5209 0.2659 -0.3182
H -0.7946 -3.1099 0.8796 0.3170
H 0.3773 -2.9198 -0.6097 0.2193
H -1.7513 -3.0953 -1.7733 0.2441
H -2.5865 -2.5090 -0.3996 0.2578
H -1.8555 -1.3029 -1.3859 0.3094
C 0.5267 1.9744 0.6688 -0.1825
C 1.3787 0.8001 1.1598 -0.8605
C 0.3544 2.1720 -0.8057 -0.9235
H -0.4094 1.7854 1.0800 0.2620
H 0.9393 3.1099 0.8680 0.2339
H 2.4039 0.6925 0.7719 0.3635
H 0.7344 -0.0747 1.0201 -0.0712
H -0.7068 2.0457 -1.1559 0.2100
H 0.5141 3.2600 -1.1356 0.3078
H 1.4498 1.0273 2.3349 0.2623
H 1.0582 1.4231 -1.3154 0.2393
```

=====

Model ii:
Molecular formula: C5H14
Method: DFT, ωB97M-V with the def2-TZVPD basis set

Results
- SMILES string: CCC.CC
- HOMO-LUMO gap: 12.492 eV
- LUMO energy: 0.0421 hartree
- HOMO level: -11.347 eV

```
19
Properties=species:S:1:pos:R:3:mulliken_charge:R:1
C -0.7596 -1.1172 -0.3953 -0.1230
C -1.3015 -2.5547 -0.6454 -1.1186
C -1.4809 -0.4888 0.7891 -1.0873
H 0.3037 -1.2651 -0.2098 0.1692
H -0.7738 -0.5077 -1.2961 0.3389
H -1.9463 -2.8762 0.1724 0.3069
H -2.5570 -0.4740 0.6529 0.3472
H -0.4915 -3.2837 -0.6542 0.3278
H -1.8841 -2.6294 -1.5642 0.2737
H -1.2427 -1.0515 1.6904 0.3191
H -1.1910 0.5565 0.9290 0.2542
C 1.0483 2.2257 -0.1712 -0.4074
C 2.4069 1.8182 0.3900 -0.9145
H 0.4360 1.3778 -0.4716 -0.1495
H 0.4834 2.6867 0.6270 0.2561
H 1.1056 2.8391 -1.0660 0.3378
H 2.2803 1.2189 1.2899 0.2703
H 3.0297 2.6749 0.6416 0.3363
H 2.9785 1.2628 -0.3595 0.2627
```

=====

Model iii:
Molecular formula: C5H14
Method: DFT, ωB97M-V with the def2-TZVPD basis set

Results
- SMILES string: CCC.CC
- HOMO-LUMO gap: 12.275 eV
- LUMO energy: 0.0414 hartree
- HOMO level: -11.148 eV

```
19
Properties=species:S:1:pos:R:3:mulliken_charge:R:1
C 1.0855 -0.1997 -0.3782 0.3390
C 1.5600 -1.6380 -0.1790 -1.2731
C 2.2025 0.8400 -0.5548 -1.1701
H 0.4186 -0.0540 -1.2257 0.1696
H 0.4662 0.0236 0.4879 -0.0347
H 2.4773 -1.6567 0.4135 0.3453
H 1.8551 -2.1111 -1.1191 0.3152
H 3.1671 0.4123 -0.8359 0.3192
H 1.9546 1.5299 -1.3639 0.3083
H 0.7879 -2.2292 0.3101 0.3348
H 2.3590 1.4468 0.3383 0.2909
C -2.2760 0.4009 1.2738 -0.8574
C -2.3288 0.5130 -0.2465 -0.4095
H -3.2079 0.0029 1.6724 0.3261
H -1.5374 -0.3598 1.5517 0.2261
H -2.0125 1.3198 1.7908 0.2680
H -1.3267 0.5577 -0.6612 -0.0733
H -2.7542 1.4784 -0.5355 0.2989
H -2.8904 -0.2769 -0.7386 0.2767
```

=====

Least stable of them? model i.

=====

Model i:
Molecular formula: C5H14
Method: DFT, ωB97M-V with the def2-TZVPD basis set

Results
- SMILES string: CCC.CC
- HOMO-LUMO gap: 12.348 eV
- LUMO energy: 0.0410 hartree
- HOMO level: -11.233 eV

```
19
Properties=species:S:1:pos:R:3:mulliken_charge:R:1
C 0.6767 0.1415 -1.5826 -0.0522
C -0.1637 -1.1525 -1.5787 -1.0110
C 0.2538 1.1471 -2.6786 -1.1406
H 1.7033 -0.1641 -1.7729 0.2498
H 0.7215 0.5839 -0.5884 0.1893
H -0.4816 -1.3620 -0.5469 0.1783
H -1.1109 -1.0344 -2.0970 0.3617
H -0.3897 1.9138 -2.2471 0.2844
H -0.2412 0.6002 -3.4825 0.3320
H 0.3936 -2.0386 -1.8843 0.3014
H 1.1369 1.6368 -3.0992 0.3038
C 0.4193 0.0338 2.8640 -0.7500
C -1.1014 -0.1571 2.8374 -0.8630
H 0.6184 1.0970 2.9827 0.2521
H 0.8807 -0.4965 3.6940 0.3220
H 0.9017 -0.3140 1.9525 0.1846
H -1.3991 -1.2085 2.8490 0.2686
H -1.5203 0.3423 1.9639 0.2514
H -1.5456 0.2969 3.7252 0.3371
```

=====

Model ii:
Molecular formula: C5H14
Method: DFT, ωB97M-V with the def2-TZVPD basis set

Results
- SMILES string: CCC.CC
- HOMO-LUMO gap: 11.765 eV
- LUMO energy: 0.0405 hartree
- HOMO level: -10.664 eV

```
19
Properties=species:S:1:pos:R:3:mulliken_charge:R:1
C 2.1719 0.5149 -0.2354 -0.2011
C 1.0540 -0.2128 -0.9954 -1.1228
C 1.7008 0.7490 1.1088 -0.7797
H 2.3508 1.5766 -0.7480 0.2168
H 3.1493 0.0267 -0.5518 0.2987
H 1.3551 -0.0954 -2.1279 0.2782
H 0.8387 -1.2090 -0.6607 0.3095
H 2.4215 1.4460 1.5570 0.3280
H 0.2106 0.3307 -1.0193 0.3412
H 1.7176 -0.2920 1.7189 0.2175
H 0.6567 0.9106 1.0886 0.1076
C -2.2028 -1.2323 0.1580 -0.8369
C -2.4399 0.2663 -0.0276 -0.8651
H -1.4974 -1.7474 -0.3780 0.3010
H -1.9372 -1.3742 1.2558 0.2284
H -2.9723 -2.0611 0.1203 0.3483
H -1.8300 0.8092 0.5241 0.3140
H -2.6729 0.5972 -1.1733 0.2155
H -3.4947 0.5711 0.3440 0.3009
```

=====

Least stable of them? model ii.

=====

Model i:
Molecular formula: C5H14
Method: DFT, ωB97M-V with the def2-TZVPD basis set

Results
- SMILES string: CCC.CC
- HOMO-LUMO gap: 11.891 eV
- LUMO energy: 0.0406 hartree
- HOMO level: -10.785 eV

```
19
Properties=species:S:1:pos:R:3:mulliken_charge:R:1
C 2.7624 0.1893 0.1157 -0.8587
C 2.0363 1.4600 0.5934 -0.5737
H 2.8605 -0.4268 1.0100 0.2719
H 2.2841 -0.1646 -0.8429 0.2430
H 3.7277 0.5857 -0.1924 0.3258
H 2.5674 2.4728 0.5128 0.2908
H 1.8804 1.3094 1.6398 0.2449
H 1.1552 1.5590 0.0381 0.0694
C -2.2100 -0.8245 -0.0612 -0.2693
C -2.2225 0.6146 -0.4442 -0.9062
C -0.9087 -1.7344 -0.2740 -1.1324
H -2.3509 -0.7124 1.0667 0.1848
H -2.9350 -1.3046 -0.6298 0.3656
H -3.1540 0.8116 -0.9917 0.2951
H -1.2624 -2.7467 -0.2410 0.3509
H -1.2584 0.9159 -0.8367 0.1989
H -2.4007 1.1133 0.4640 0.2950
H -0.4417 -1.8945 -1.2237 0.3638
H -0.1296 -1.2233 0.2971 0.2405
```

=====

Model ii:
Molecular formula: C5H14
Method: DFT, ωB97M-V with the def2-TZVPD basis set

Results
- SMILES string: CCC.CC
- HOMO-LUMO gap: 12.098 eV
- LUMO energy: 0.0428 hartree
- HOMO level: -10.934 eV

```
19
Properties=species:S:1:pos:R:3:mulliken_charge:R:1
C 0.1084 -1.0092 1.2179 0.1659
C -1.3307 -1.2822 1.6304 -1.2369
C 0.4478 -1.6095 -0.1373 -1.5078
H 0.3038 0.0515 1.3085 0.1304
H 0.8518 -1.4485 1.9032 0.2777
H -1.5786 -2.2425 2.0451 0.3353
H -2.0174 -1.2178 0.7729 0.3234
H -0.4076 -1.8967 -0.7402 0.3618
H 1.2290 -1.1287 -0.7174 0.5074
H -1.6600 -0.4614 2.2634 0.3236
H 0.9616 -2.5906 -0.0894 0.3836
C 0.2877 2.5704 -0.9374 -0.8462
C 0.5165 1.2548 -1.6330 -0.4624
H -0.6147 3.1481 -1.1725 0.2715
H 0.2706 2.2773 0.1310 0.1938
H 1.0573 3.3286 -0.9145 0.2981
H 0.9998 0.4433 -1.0649 -0.1820
H 0.8799 1.3136 -2.6522 0.3894
H -0.4240 0.7240 -1.7879 0.2735
```

=====

Model iii:
Molecular formula: C5H14
Method: DFT, ωB97M-V with the def2-TZVPD basis set

Results
- SMILES string: CCC.CC
- HOMO-LUMO gap: 12.215 eV
- LUMO energy: 0.0432 hartree
- HOMO level: -11.039 eV

```
19
Properties=species:S:1:pos:R:3:mulliken_charge:R:1
C 1.5829 -1.0233 -0.5027 -0.2148
C 2.0712 -1.3305 0.8970 -1.1027
C 1.4305 0.4465 -0.8339 -1.0796
H 2.2817 -1.4586 -1.2276 0.3292
H 0.7193 -1.6282 -0.8014 0.3004
H 1.3008 -1.2819 1.6705 0.2697
H 2.8663 -0.6823 1.2805 0.2990
H 2.4062 0.9322 -0.8161 0.3590
H 0.9597 0.6147 -1.8015 0.3252
H 2.5301 -2.3227 0.9117 0.3255
H 0.8687 1.0599 -0.1238 0.1948
C -2.2409 1.4723 -0.2635 -0.8091
C -2.4822 0.2039 0.5466 -0.6941
H -2.7956 2.2560 0.2229 0.3283
H -1.2391 1.8831 -0.1395 0.2111
H -2.4558 1.3856 -1.3198 0.2547
H -1.5778 -0.2250 0.9749 0.1027
H -2.9789 -0.6134 0.0082 0.2788
H -3.2472 0.3117 1.3175 0.3220
```

=====

Least stable of them? model i.